[1]
This record from the OMol25 dataset describes a 3-piece molecular cluster, C33H57FNO3 overall in a non-equilibrium geometry. The level of theory is ωB97M-V/def2-TZVPD.

Calculated values
E_tot (hartree): -1671.0403
Charge: +1
Lowest unoccupied orbital energy (Eh): -0.150

Structure (XYZ):
```
95
Properties=species:S:1:pos:R:3:mulliken_charge:R:1
C -3.731 3.718 -2.300 -0.442
O -4.924 2.949 -2.687 -0.378
C -4.756 1.504 -2.467 -0.524
C -4.433 1.068 -0.919 -0.177
C -3.848 -0.496 -0.993 -0.194
C -4.390 -1.312 0.343 -0.652
C -3.417 -0.839 1.591 -0.482
C -2.215 -1.974 1.803 -0.448
C -1.346 -1.553 3.130 -0.104
C 0.283 -1.489 2.884 -0.588
C 0.718 -0.737 1.494 -0.108
C 2.119 0.109 1.563 -0.371
C 2.011 1.276 2.757 -0.700
N 1.691 2.576 2.053 0.423
C 1.109 3.888 2.525 -0.747
C 2.194 5.086 2.785 -0.455
C 3.014 5.588 1.456 -0.243
F 2.124 5.879 0.272 -0.316
C 2.029 2.420 0.732 -0.675
C 2.621 0.945 0.212 0.427
C 1.790 0.762 -1.189 -0.265
C 2.549 -0.125 -2.340 -1.023
C 1.473 -0.217 -3.618 0.678
C 1.504 0.893 -4.823 -0.439
C 0.358 0.746 -6.026 -0.460
C -0.720 -0.497 -5.905 -0.396
C -0.745 -1.615 -4.697 -0.496
C 0.388 -1.476 -3.509 -0.274
H -3.418 4.561 -3.050 0.265
H -2.788 3.026 -2.090 0.094
H -3.988 4.220 -1.248 0.211
H -3.960 0.993 -3.181 0.259
H -5.797 0.996 -2.751 0.290
H -3.594 1.689 -0.390 0.222
H -5.409 1.075 -0.256 0.181
H -4.126 -1.007 -2.009 0.434
H -2.671 -0.405 -0.854 -0.230
H -5.532 -1.044 0.505 0.335
H -4.285 -2.461 0.145 0.314
H -2.994 0.224 1.330 0.191
H -4.047 -0.738 2.591 0.258
H -1.586 -2.164 0.835 0.117
H -2.801 -2.983 2.054 0.388
H -1.590 -2.366 3.965 0.128
H -1.799 -0.541 3.538 0.127
H 0.662 -2.613 2.800 0.266
H 0.755 -1.052 3.861 0.036
H -0.137 0.048 1.219 -0.017
H 0.847 -1.528 0.618 0.346
H 2.980 -0.634 1.884 0.470
H 1.383 1.029 3.712 0.355
H 3.160 1.414 3.034 0.330
H 0.322 4.258 1.709 0.335
H 0.466 3.675 3.496 0.344
H 1.564 6.029 3.159 0.341
H 2.894 4.799 3.680 0.307
H 3.523 6.613 1.737 0.331
H 3.871 4.809 1.171 0.228
H 1.885 3.338 0.016 0.433
H 3.783 0.806 0.170 0.420
H 0.703 0.344 -1.075 -0.105
H 1.668 1.858 -1.646 0.262
H 2.859 -1.213 -1.970 0.282
H 3.547 0.361 -2.749 0.365
H 2.308 1.744 -4.815 0.292
H 0.346 1.564 -6.887 0.315
H -1.547 -0.598 -6.748 0.330
H -1.532 -2.489 -4.596 0.324
H 0.435 -2.206 -2.585 0.244
C 4.102 -4.068 -5.966 -0.542
C 3.520 -3.222 -7.068 -0.540
C 3.049 -1.998 -6.313 -0.016
O 3.927 -1.838 -5.191 -0.350
C 4.720 -3.026 -5.060 -0.457
H 4.824 -4.810 -6.316 0.344
H 3.298 -4.593 -5.437 0.257
H 4.308 -2.943 -7.777 0.263
H 2.718 -3.715 -7.624 0.333
H 2.034 -2.136 -5.926 -0.070
H 3.067 -1.093 -6.927 0.290
H 5.741 -2.782 -5.374 0.278
H 4.743 -3.340 -4.013 0.251
C -2.131 -1.418 8.277 -0.579
C -0.702 -1.841 8.051 -0.597
C -0.741 -2.336 6.621 -0.407
O -1.753 -1.576 5.946 -0.225
C -2.512 -0.855 6.926 -0.547
H -2.252 -0.697 9.089 0.332
H -2.746 -2.297 8.504 0.272
H -0.041 -0.970 8.127 0.275
H -0.351 -2.599 8.755 0.351
H -1.028 -3.392 6.574 0.299
H 0.217 -2.211 6.108 0.208
H -2.241 0.203 6.846 0.292
H -3.580 -0.959 6.714 0.293
```

---

[2]
This record from the OMol25 dataset describes the molecule C5H8O2 in a non-equilibrium geometry. The level of theory is ωB97M-V/def2-TZVPD.

Calculated values
E_tot (hartree): -345.6921
Lowest unoccupied orbital energy (Eh): 0.036

Structure (XYZ):
```
15
Properties=species:S:1:pos:R:3:mulliken_charge:R:1
C -0.183 -2.020 0.375 -1.169
C 0.504 -0.962 -0.431 -0.159
O -0.562 -0.388 -1.315 -0.560
C 0.007 0.389 -0.321 0.792
C 0.668 1.690 -0.646 -0.468
O 0.206 2.240 0.600 -0.412
C -0.630 1.096 0.862 -0.417
H 0.259 -3.018 0.326 0.295
H -0.442 -1.749 1.403 0.259
H -1.082 -1.927 -0.239 0.319
H 1.444 -1.168 -0.939 0.433
H 1.756 1.679 -0.755 0.300
H 0.195 2.154 -1.520 0.236
H -1.698 1.312 0.743 0.237
H -0.442 0.671 1.857 0.316
```

---

The highest occupied orbital energy results, record by record, are as follows: -10.393; -9.918 eV.